Entry 1:
C13H50N10O12 | ωB97M-V/def2-TZVPD

Summary:
Structure (SMILES) = NC(N)=O.NC(N)=O.NC(N)=O.NC(N)=O.NC(N)=O.CCO.CO.CO.CO.CO.CO.CO
LUMO = -0.54 eV
Energy above the lowest of the compared OMol25 structures with the same formula, charge and spin = 128.4 kJ/mol
E = -53758.54729 eV
HOMO level = -0.2946 Eh

Last column: Löwdin charge in e.
Atoms and positions in Å:
1 C -3.8862 -1.0495 -0.6912  -0.062
2 C -3.2335 -2.0904 0.2155  -0.258
3 O -1.8672 -2.2987 -0.1154  -0.131
4 H -4.8334 -0.8283 -0.1897  0.080
5 H -4.1593 -1.3637 -1.6852  0.056
6 H -3.2887 -0.1801 -0.7335  0.045
7 H -3.7282 -3.0815 0.1974  0.130
8 H -3.1593 -1.8696 1.2131  0.076
9 H -1.2735 -1.5377 0.1255  0.056
10 C -2.7959 -3.1134 -3.3645  -0.646
11 O -3.8658 -3.6715 -2.7116  -0.120
12 N -1.7799 -2.5336 -2.7951  0.178
13 N -2.7493 -2.8981 -4.6262  0.157
14 H -1.8561 -2.4040 -1.7957  0.045
15 H -1.1625 -1.8697 -3.3182  0.094
16 H -3.6727 -3.0023 -5.0341  0.123
17 H -2.0569 -2.5944 -5.2532  0.101
18 C 0.0681 3.1808 2.7723  -0.613
19 O 0.2450 2.6188 4.0158  -0.098
20 N 0.7193 2.6644 1.7774  0.147
21 N -0.7746 4.1176 2.4345  0.193
22 H 1.5085 1.9780 1.8911  0.096
23 H 0.7660 3.1408 0.9025  0.048
24 H -1.2381 4.6417 3.1957  0.150
25 H -0.8274 4.5310 1.5569  0.049
26 C 3.6648 -2.5007 -2.1233  -0.645
27 O 4.9438 -1.9870 -2.1904  -0.146
28 N 2.8290 -2.1836 -1.2077  0.146
29 N 3.1451 -3.4181 -2.9515  0.125
30 H 2.9603 -1.3025 -0.6732  0.080
31 H 2.0018 -2.7512 -0.9130  0.051
32 H 3.8337 -3.8889 -3.5864  0.128
33 H 2.1379 -3.7360 -2.8916  0.124
34 C 1.7954 2.9506 -1.2348  -0.586
35 O 1.0430 1.9219 -1.8112  -0.085
36 N 3.0740 2.9464 -1.1124  0.138
37 N 1.1860 4.0150 -0.7692  0.149
38 H 3.5334 2.1285 -1.5626  0.176
39 H 3.7093 3.7349 -0.8684  0.172
40 H 0.1521 4.2146 -0.7564  0.095
41 H 1.7415 4.8089 -0.3998  0.147
42 C 3.5139 0.5562 1.4143  -0.600
43 O 4.0901 -0.2047 0.4506  -0.082
44 N 3.2750 1.8576 1.3138  0.119
45 N 3.1438 0.0024 2.5709  0.164
46 H 3.2981 2.2749 0.3205  0.060
47 H 3.2534 2.5764 2.0196  0.123
48 H 3.5803 -0.9043 2.7346  0.121
49 H 2.1512 0.1118 2.8949  0.091
50 C 1.2844 -4.0453 0.9774  -0.110
51 O 1.1203 -4.0003 -0.4347  -0.144
52 H 0.4913 -4.5629 1.4765  0.077
53 H 1.3126 -3.0215 1.4228  0.082
54 H 2.2568 -4.5124 1.2127  0.093
55 H 0.6665 -4.7283 -0.8255  0.094
56 C -2.0715 3.2446 -0.3192  -0.115
57 O -1.5331 4.5584 -0.3504  -0.155
58 H -2.9261 3.1866 0.3427  0.075
59 H -1.3339 2.5856 0.2016  0.062
60 H -2.3226 2.8510 -1.3064  0.104
61 H -2.2771 5.1673 -0.3757  0.111
62 C 0.3326 -0.3465 0.0030  -0.150
63 O -0.6205 0.1792 0.8780  -0.138
64 H -0.0356 -0.4148 -0.9885  0.065
65 H 0.6936 -1.3032 0.2534  0.047
66 H 1.1914 0.3376 0.1262  0.078
67 H -0.4166 1.1101 1.1293  0.033
68 C -0.2794 -0.4708 3.9454  -0.167
69 O 1.0383 -0.4292 4.3915  -0.148
70 H -0.6166 -1.4169 3.5905  0.079
71 H -0.3549 0.3388 3.2641  0.022
72 H -0.9122 -0.0410 4.7829  0.102
73 H 1.1612 -0.7917 5.2921  0.109
74 C -3.2978 1.4507 2.3507  -0.136
75 O -3.2807 0.5945 3.4913  -0.097
76 H -2.2662 1.7630 2.2311  0.039
77 H -3.7604 2.3667 2.6805  0.076
78 H -3.7518 1.0543 1.4627  0.072
79 H -3.0224 1.0764 4.2454  0.048
80 C 0.9317 -0.8866 -3.7196  -0.146
81 O -0.1661 0.0451 -3.8251  -0.124
82 H 1.8384 -0.3470 -3.7166  0.069
83 H 0.9669 -1.4997 -4.6065  0.081
84 H 0.8398 -1.4660 -2.7956  0.049
85 H -0.0353 0.6644 -3.1390  -0.001

=====

Entry 2:
C4H8O2 | ωB97M-V/def2-TZVPD

Summary:
Structure (SMILES) = COC[C@H]1CO1
LUMO = 1.08 eV
Energy above the lowest of the compared OMol25 structures with the same formula, charge and spin = 253.6 kJ/mol
E = -8370.65385 eV
HOMO level = -0.3648 Eh

Last column: Löwdin charge in e.
Atoms and positions in Å:
1 C -2.0880 0.6271 -0.1369  -0.118
2 O -0.8750 0.0069 -0.4787  -0.186
3 C -0.1656 -0.3885 0.6726  -0.188
4 C 1.2632 -0.7379 0.3179  -0.262
5 C 1.9680 0.0481 -0.6939  -0.109
6 O 2.2343 0.2349 0.6868  -0.039
7 H -2.7342 -0.0395 0.4560  0.090
8 H -1.9106 1.5456 0.4451  0.092
9 H -2.5985 0.8846 -1.0666  0.089
10 H -0.6718 -1.2389 1.1580  0.129
11 H -0.1273 0.4348 1.4008  0.133
12 H 1.5801 -1.7654 0.4986  0.143
13 H 1.4343 0.8586 -1.1864  0.116
14 H 2.7745 -0.4071 -1.2660  0.112

=====

Entry 3:
C24H21N7STeTl | ωB97M-V/def2-TZVPD

Summary:
LUMO = -3.56 eV
Energy above the lowest of the compared OMol25 structures with the same formula, charge and spin = 9.0 kJ/mol
E = -58475.31415 eV
HOMO level = -0.4062 Eh
Total charge = +1

Last column: Löwdin charge in e.
Atoms and positions in Å:
1 Tl 0.6094 -0.1135 -0.8982  0.631
2 C -0.7102 0.1263 2.1737  -0.112
3 N -1.0971 0.6532 0.8634  -0.204
4 C -1.0051 2.1145 0.8565  -0.113
5 C 0.4351 2.5868 0.8583  -0.269
6 C 0.7372 3.8984 1.1649  0.005
7 C 2.0598 4.3025 1.1132  -0.014
8 C 3.0461 3.3839 0.7816  -0.026
9 C 2.6662 2.0884 0.4948  -0.102
10 N 1.3818 1.7008 0.5329  0.014
11 C -2.4373 0.1882 0.4907  -0.097
12 C -2.6212 0.0231 -0.9952  -0.256
13 C -3.7957 0.3894 -1.6215  0.012
14 C -3.9457 0.1151 -2.9729  -0.015
15 C -2.9212 -0.5229 -3.6531  -0.020
16 C -1.7697 -0.8399 -2.9584  -0.113
17 N -1.6282 -0.5727 -1.6578  0.017
18 C -0.2350 -1.3019 2.0993  -0.253
19 C -0.4556 -2.1980 3.1288  0.005
20 C 0.1082 -3.4633 3.0501  -0.022
21 C 0.8713 -3.8006 1.9437  -0.022
22 C 1.0301 -2.8584 0.9450  -0.093
23 N 0.4829 -1.6348 1.0265  0.032
24 H -1.5283 0.2165 2.8887  0.142
25 H 0.1145 0.7268 2.5505  0.138
26 H -1.5277 2.5426 1.7150  0.149
27 H -1.5166 2.4934 -0.0253  0.109
28 H -0.0579 4.5943 1.4089  0.123
29 H 2.3183 5.3324 1.3292  0.125
30 H 4.0901 3.6667 0.7365  0.119
31 H 3.3940 1.3316 0.2188  0.111
32 H -3.2077 0.8506 0.8867  0.141
33 H -2.5877 -0.7916 0.9460  0.144
34 H -4.5788 0.8881 -1.0598  0.129
35 H -4.8522 0.4069 -3.4907  0.125
36 H -2.9996 -0.7524 -4.7087  0.121
37 H -0.9194 -1.2996 -3.4505  0.102
38 H -1.0557 -1.9038 3.9828  0.127
39 H -0.0523 -4.1815 3.8467  0.123
40 H 1.3316 -4.7764 1.8484  0.121
41 H 1.6061 -3.0775 0.0483  0.068
42 Te 2.5096 -0.8397 -2.7058  0.977
43 C 2.8998 -2.8170 -2.1978  -1.074
44 C 2.3796 -3.9316 -2.7892  -0.240
45 C 2.9408 -5.1431 -2.2771  -0.176
46 C 3.8725 -4.9148 -1.3100  -0.404
47 S 4.0822 -3.2423 -1.0326  0.934
48 H 1.6273 -3.8901 -3.5690  0.103
49 H 2.6590 -6.1340 -2.6148  0.110
50 H 4.4560 -5.6430 -0.7554  0.077
51 N -1.8889 5.3497 -0.7511  0.106
52 C -1.5344 4.6071 -1.5742  -0.388
53 N -1.1360 3.7528 -2.5128  0.088
54 C -0.3985 2.7329 -2.3199  -0.355
55 N 0.2598 1.7596 -2.2332  0.040

=====

Entry 4:
C4H6N2O | ωB97M-V/def2-TZVPD

Summary:
Structure (SMILES) = Cc1cnc(N)o1
LUMO = 0.90 eV
Energy above the lowest of the compared OMol25 structures with the same formula, charge and spin = 60.7 kJ/mol
E = -9272.87224 eV
HOMO level = -0.3056 Eh

Last column: Löwdin charge in e.
Atoms and positions in Å:
1 C -2.0948 0.4823 0.0472  -0.024
2 C -0.7619 -0.0770 -0.2803  -0.319
3 C -0.2749 -1.2817 -0.6358  -0.088
4 N 1.1150 -1.2171 -0.7673  0.120
5 C 1.3831 0.0063 -0.4519  -0.485
6 N 2.6071 0.6094 -0.1980  0.139
7 O 0.3137 0.7814 -0.1934  0.096
8 H -2.4591 1.1264 -0.7605  0.084
9 H -2.7940 -0.3453 0.1922  0.085
10 H -2.0623 1.0761 0.9694  0.086
11 H -0.8194 -2.2149 -0.7241  0.111
12 H 2.5255 1.1444 0.6611  0.098
13 H 3.3033 -0.1067 -0.0386  0.096